(1)
DFT (wB97M-V/def2-TZVPD) results for a structure of composition C28H40N10PdS in a non-equilibrium geometry.

The value obtained for the relative energy (zero: lowest compared OMol25 entry of this formula, charge and spin) is 584.69 kJ/mol. As for the net charge: +2. The calculation puts the HOMO energy (alpha / beta) at -10.76 / -10.74 eV. For the orbital gap (alpha / beta), the calculation gives 4.04 / 4.03 eV. As for the LUMO energy (alpha / beta): -6.716 / -6.713 eV.

Each line ends with the Mulliken charge.
Element x y z (Å)
1 Pd -2.0432 0.8642 -0.5319  -0.22
2 C -1.2048 -2.6338 1.9774  -2.06
3 C -1.0516 -1.6739 0.8329  -0.36
4 N -2.0157 -1.2887 0.0772  1.99
5 N -3.2956 -1.7201 0.1974  -1.06
6 C -4.2605 -1.1864 -0.6061  0.26
7 N -5.4670 -1.7499 -0.5261  -0.39
8 S -4.0044 0.1087 -1.6628  -0.39
9 C 0.2525 -1.0627 0.5775  0.77
10 C 1.3036 -1.1938 1.4131  -0.08
11 C 2.4835 -0.3692 1.2637  -2.19
12 C 2.4383 0.7233 0.4935  -0.35
13 C 1.1794 1.0667 -0.2625  1.28
14 N 0.3868 -0.1718 -0.5543  0.96
15 H -2.1507 -3.1692 1.9380  0.55
16 H -1.1698 -2.0920 2.9250  0.29
17 H -0.4068 -3.3745 1.9873  0.39
18 H -3.5408 -2.4521 0.8501  0.18
19 H -5.6561 -2.5989 -0.0174  0.18
20 H -6.2031 -1.3717 -1.0998  0.26
21 H 1.2535 -1.8547 2.2692  0.63
22 H 3.3624 -0.5998 1.8522  0.36
23 H 3.2715 1.4107 0.4119  0.66
24 H 0.5520 1.8951 -2.1161  0.81
25 C -1.0434 -2.0473 -2.9804  -0.46
26 N -0.0118 -2.7194 -2.1897  0.40
27 C -0.2821 -4.0779 -1.7518  -1.24
28 C 1.1496 -2.0976 -1.9578  -0.46
29 N 1.1494 -0.7680 -1.6553  0.59
30 C 1.8321 0.2251 -2.3475  -0.12
31 C 2.6268 0.1315 -3.4380  0.01
32 C 3.3546 1.2883 -3.8333  -1.15
33 C 3.3652 2.4241 -3.0522  -1.03
34 C 2.5623 2.5737 -1.9133  0.45
35 C 2.6800 3.7024 -1.0896  -0.99
36 C 1.9116 4.0589 -0.0064  -0.95
37 C 0.8099 3.4003 0.6085  -0.60
38 C 0.3839 2.1074 0.5129  -1.34
39 N -0.8036 1.6666 1.0642  1.04
40 C -1.3291 2.0229 2.2303  -0.41
41 N -0.5942 2.2490 3.3385  0.28
42 C 0.7941 1.8470 3.4652  -0.90
43 C -1.1076 3.0168 4.4677  -1.23
44 N -2.6878 2.0774 2.3796  0.47
45 C -3.5344 2.8105 1.4497  -1.00
46 C -3.3670 1.3752 3.4525  -1.23
47 C 1.5067 1.5308 -1.6938  0.38
48 N 2.3040 -2.7347 -2.1076  0.27
49 C 3.5369 -2.2815 -1.4767  -0.77
50 C 2.4160 -3.8920 -2.9911  -1.23
51 H -1.4720 -2.7735 -3.6718  0.46
52 H -0.6013 -1.2365 -3.5557  0.24
53 H -1.8365 -1.6359 -2.3674  -0.29
54 H -1.2917 -4.1104 -1.3382  0.40
55 H 0.4206 -4.3665 -0.9715  0.37
56 H -0.2277 -4.8013 -2.5678  0.38
57 H 2.7584 -0.7975 -3.9782  0.59
58 H 3.9871 1.2421 -4.7084  0.42
59 H 4.0446 3.2271 -3.3101  0.44
60 H 3.4501 4.4093 -1.3774  0.41
61 H 2.1336 5.0322 0.4153  0.44
62 H 0.2032 4.0288 1.2543  0.49
63 H 0.9898 0.9635 2.8658  0.21
64 H 0.9906 1.6119 4.5109  0.50
65 H 1.4770 2.6390 3.1508  0.29
66 H -2.0318 3.5214 4.2039  0.38
67 H -0.3708 3.7714 4.7447  0.42
68 H -1.2811 2.3774 5.3356  0.39
69 H -3.7777 3.7981 1.8525  0.26
70 H -4.4667 2.2715 1.2849  0.32
71 H -3.0322 2.9709 0.4918  0.31
72 H -2.6456 0.8417 4.0668  0.41
73 H -4.0584 0.6434 3.0209  0.31
74 H -3.9454 2.0467 4.0905  0.39
75 H 3.3258 -1.8291 -0.5124  0.12
76 H 4.0614 -1.5496 -2.0944  0.35
77 H 4.1864 -3.1420 -1.3321  0.48
78 H 1.6014 -3.8988 -3.7115  0.42
79 H 2.4174 -4.8272 -2.4292  0.40
80 H 3.3561 -3.8231 -3.5368  0.45

=====

(2)
DFT (wB97M-V/def2-TZVPD) results for a structure of composition C16H18BF4MnN4O5.

As for the net charge: -1. The calculation puts the HOMO energy (alpha / beta) at -5.90 / -6.79 eV. For the orbital gap (alpha / beta), the calculation gives 8.44 / 9.33 eV. The multiplicity is 6. As for the LUMO energy (alpha / beta): 2.542 / 2.534 eV.

Each line ends with the Mulliken charge.
Element x y z (Å)
1 Mn 1.6310 -0.8368 1.7572  1.06
2 O 1.4348 -1.0510 5.8896  -0.72
3 C 1.3777 -0.7558 4.7044  0.41
4 O 1.7490 -1.4443 3.7000  -0.73
5 C 0.7936 0.6156 4.3514  0.62
6 C 0.4403 1.5145 5.3475  -0.67
7 C -0.0756 2.7431 4.9816  -0.14
8 C -0.2321 3.0332 3.6327  -0.83
9 C 0.1420 2.0775 2.7059  -0.31
10 N 0.6456 0.8943 3.0560  0.02
11 H 0.5871 1.2154 6.3751  0.48
12 H -0.3524 3.4711 5.7343  0.40
13 H -0.6316 3.9812 3.2995  0.40
14 H 0.0392 2.2572 1.6430  0.37
15 C -2.0681 -2.8734 -1.7113  -1.16
16 C -1.2011 -2.0885 -2.6823  -0.71
17 N -1.8386 -0.8589 -3.1556  0.19
18 C -3.0335 -1.0099 -3.9824  -0.86
19 C -4.3208 -0.6512 -3.2532  -1.09
20 C -1.3721 0.4023 -2.9943  0.43
21 O -1.8923 1.3587 -3.5596  -0.66
22 C -0.1730 0.6546 -2.1251  0.06
23 C 0.8348 1.4741 -2.6214  -0.41
24 C 1.8946 1.8093 -1.8056  -1.28
25 C 1.9061 1.3345 -0.5014  -0.23
26 N 0.9406 0.5510 -0.0145  0.46
27 C -0.0761 0.2223 -0.8155  -0.51
28 H -1.5251 -3.7518 -1.3653  0.41
29 H -2.9976 -3.1985 -2.1827  0.42
30 H -2.3136 -2.2745 -0.8332  0.25
31 H -0.9818 -2.7046 -3.5602  0.30
32 H -0.2443 -1.8506 -2.2280  0.54
33 H -3.0571 -2.0490 -4.3149  0.42
34 H -2.9233 -0.3746 -4.8614  0.43
35 H -4.4530 -1.2677 -2.3635  0.27
36 H -5.1801 -0.8045 -3.9090  0.37
37 H -4.2988 0.3957 -2.9545  0.31
38 H 0.7658 1.8419 -3.6373  0.48
39 H 2.7118 2.4239 -2.1547  0.47
40 H 2.7019 1.6096 0.1739  0.58
41 H -0.8335 -0.4138 -0.3721  0.75
42 O 1.5844 -2.5363 0.3253  -0.53
43 N 0.3693 -2.8279 0.4155  0.48
44 O -0.2656 -2.0775 1.1865  -0.50
45 F 3.6436 -0.4496 1.2976  -0.34
46 B 4.8123 0.3825 0.9274  0.42
47 F 4.8774 0.3857 -0.4635  -0.38
48 F 5.9262 -0.1663 1.5125  -0.34
49 F 4.5321 1.6681 1.4056  -0.40

=====

These records have total energy values of -58883.0375 -75959.3350 eV, in the order they appear.